[1]
The following is a DFT calculation (ωB97M-V with the def2-TZVPD basis set) of one molecule with the formula C22H29N3O5S.

Output
SMILES = CC[C@@H](C(=O)NC1CCCC1)N(Cc1ccco1)C(=O)CNS(=O)(=O)c1ccccc1
calculated total energy = -1794.3993 Ha

Positions of all 60 atoms, in Å:
1 C -3.48 0.65 -4.31
2 C -3.50 0.71 -2.78
3 C -2.18 0.22 -2.21
4 C -1.08 1.30 -2.31
5 O -1.34 2.46 -2.57
6 N 0.15 0.82 -2.11
7 C 1.34 1.64 -2.16
8 C 2.06 1.69 -0.80
9 C 3.25 0.73 -0.95
10 C 3.68 0.95 -2.39
11 C 2.36 1.04 -3.15
12 N -2.29 -0.28 -0.84
13 C -2.94 0.56 0.16
14 C -1.97 1.36 0.98
15 C -1.26 2.48 0.69
16 C -0.51 2.78 1.86
17 C -0.83 1.82 2.77
18 O -1.71 0.96 2.25
19 C -1.61 -1.40 -0.53
20 O -0.91 -1.98 -1.35
21 C -1.72 -2.00 0.87
22 N -0.54 -2.79 1.12
23 S 0.86 -1.83 1.09
24 O 1.83 -2.39 0.20
25 O 0.47 -0.46 0.90
26 C 1.41 -2.06 2.77
27 C 2.49 -2.88 3.03
28 C 2.89 -3.08 4.34
29 C 2.20 -2.47 5.37
30 C 1.12 -1.64 5.10
31 C 0.72 -1.44 3.79
32 H -4.42 1.02 -4.71
33 H -2.68 1.28 -4.69
34 H -3.33 -0.37 -4.65
35 H -4.32 0.09 -2.40
36 H -3.66 1.75 -2.48
37 H -1.84 -0.65 -2.79
38 H 0.28 -0.14 -1.82
39 H 1.00 2.63 -2.47
40 H 1.40 1.39 0.01
41 H 2.42 2.70 -0.61
42 H 4.04 0.94 -0.23
43 H 2.91 -0.30 -0.80
44 H 4.32 0.15 -2.77
45 H 4.23 1.89 -2.47
46 H 2.45 1.64 -4.06
47 H 2.03 0.04 -3.44
48 H -3.55 -0.06 0.82
49 H -3.59 1.25 -0.38
50 H -1.26 3.02 -0.23
51 H 0.17 3.60 1.99
52 H -0.51 1.66 3.78
53 H -2.61 -2.64 0.93
54 H -1.77 -1.23 1.64
55 H -0.43 -3.49 0.39
56 H 3.00 -3.34 2.20
57 H 3.73 -3.72 4.55
58 H 2.51 -2.63 6.39
59 H 0.59 -1.17 5.91
60 H -0.11 -0.80 3.55



[2]
The following is a DFT calculation (ωB97M-V with the def2-TZVPD basis set) of a 6-piece molecular cluster, C22H29NO20PS2 overall.

Output
total charge = -1
calculated total energy = -3552.8970 Ha

Positions of all 75 atoms, in Å:
1 O 3.38 -0.99 2.66
2 P 3.57 -0.84 1.12
3 S 1.66 -0.63 0.14
4 O 1.87 -1.13 -1.30
5 O 0.66 -1.59 0.76
6 N 1.09 0.98 0.00
7 S 0.88 1.72 1.52
8 O 2.11 1.77 2.40
9 O 0.50 3.18 1.23
10 C -0.51 1.03 2.53
11 C -1.65 0.30 1.68
12 C -2.09 -1.12 2.18
13 C -3.21 -1.96 1.51
14 C -3.94 -1.38 0.27
15 C -3.52 0.04 -0.23
16 C -2.38 0.88 0.45
17 H 4.14 -2.10 0.68
18 H 4.51 0.20 0.82
19 H -0.14 0.33 3.35
20 H -1.01 1.92 3.06
21 H -1.59 -1.55 3.11
22 H -3.46 -2.98 1.97
23 H -4.77 -2.01 -0.18
24 H -4.11 0.44 -1.14
25 H -2.12 1.92 0.08
26 C -3.26 5.89 -0.36
27 C -2.54 5.48 0.89
28 O -3.47 4.60 1.51
29 C -4.28 4.11 0.54
30 O -5.06 3.21 0.69
31 O -4.09 4.77 -0.64
32 H -2.58 6.09 -1.19
33 H -3.90 6.77 -0.21
34 H -1.62 4.93 0.68
35 H -2.32 6.33 1.53
36 C -3.08 7.09 5.83
37 C -3.78 5.90 5.26
38 O -4.44 6.43 4.12
39 C -3.76 7.55 3.75
40 O -3.95 8.14 2.73
41 O -2.84 7.90 4.69
42 H -2.14 6.83 6.33
43 H -3.71 7.65 6.53
44 H -3.09 5.12 4.94
45 H -4.50 5.46 5.96
46 C 7.52 -3.34 -0.15
47 C 8.71 -2.48 0.13
48 O 8.41 -1.27 -0.56
49 C 7.06 -1.22 -0.70
50 O 6.46 -0.25 -1.09
51 O 6.47 -2.39 -0.33
52 H 7.29 -4.02 0.67
53 H 7.63 -3.92 -1.07
54 H 8.82 -2.25 1.20
55 H 9.64 -2.92 -0.23
56 C -0.87 -3.46 -2.40
57 C -0.93 -1.97 -2.41
58 O -2.08 -1.71 -3.22
59 C -2.87 -2.81 -3.16
60 O -3.99 -2.86 -3.60
61 O -2.23 -3.84 -2.55
62 H -0.46 -3.85 -1.46
63 H -0.29 -3.87 -3.23
64 H -1.10 -1.54 -1.42
65 H -0.04 -1.52 -2.85
66 C 1.48 -7.49 -5.46
67 C 1.77 -6.28 -6.29
68 O 1.31 -5.21 -5.48
69 C 1.33 -5.65 -4.19
70 O 1.17 -4.95 -3.23
71 O 1.57 -7.00 -4.13
72 H 2.21 -8.29 -5.62
73 H 0.48 -7.89 -5.62
74 H 2.84 -6.15 -6.48
75 H 1.24 -6.30 -7.25



Copy entry 2 word for word.
The following is a DFT calculation (ωB97M-V with the def2-TZVPD basis set) of a 6-piece molecular cluster, C22H29NO20PS2 overall.

Output
total charge = -1
calculated total energy = -3552.8970 Ha

Positions of all 75 atoms, in Å:
1 O 3.38 -0.99 2.66
2 P 3.57 -0.84 1.12
3 S 1.66 -0.63 0.14
4 O 1.87 -1.13 -1.30
5 O 0.66 -1.59 0.76
6 N 1.09 0.98 0.00
7 S 0.88 1.72 1.52
8 O 2.11 1.77 2.40
9 O 0.50 3.18 1.23
10 C -0.51 1.03 2.53
11 C -1.65 0.30 1.68
12 C -2.09 -1.12 2.18
13 C -3.21 -1.96 1.51
14 C -3.94 -1.38 0.27
15 C -3.52 0.04 -0.23
16 C -2.38 0.88 0.45
17 H 4.14 -2.10 0.68
18 H 4.51 0.20 0.82
19 H -0.14 0.33 3.35
20 H -1.01 1.92 3.06
21 H -1.59 -1.55 3.11
22 H -3.46 -2.98 1.97
23 H -4.77 -2.01 -0.18
24 H -4.11 0.44 -1.14
25 H -2.12 1.92 0.08
26 C -3.26 5.89 -0.36
27 C -2.54 5.48 0.89
28 O -3.47 4.60 1.51
29 C -4.28 4.11 0.54
30 O -5.06 3.21 0.69
31 O -4.09 4.77 -0.64
32 H -2.58 6.09 -1.19
33 H -3.90 6.77 -0.21
34 H -1.62 4.93 0.68
35 H -2.32 6.33 1.53
36 C -3.08 7.09 5.83
37 C -3.78 5.90 5.26
38 O -4.44 6.43 4.12
39 C -3.76 7.55 3.75
40 O -3.95 8.14 2.73
41 O -2.84 7.90 4.69
42 H -2.14 6.83 6.33
43 H -3.71 7.65 6.53
44 H -3.09 5.12 4.94
45 H -4.50 5.46 5.96
46 C 7.52 -3.34 -0.15
47 C 8.71 -2.48 0.13
48 O 8.41 -1.27 -0.56
49 C 7.06 -1.22 -0.70
50 O 6.46 -0.25 -1.09
51 O 6.47 -2.39 -0.33
52 H 7.29 -4.02 0.67
53 H 7.63 -3.92 -1.07
54 H 8.82 -2.25 1.20
55 H 9.64 -2.92 -0.23
56 C -0.87 -3.46 -2.40
57 C -0.93 -1.97 -2.41
58 O -2.08 -1.71 -3.22
59 C -2.87 -2.81 -3.16
60 O -3.99 -2.86 -3.60
61 O -2.23 -3.84 -2.55
62 H -0.46 -3.85 -1.46
63 H -0.29 -3.87 -3.23
64 H -1.10 -1.54 -1.42
65 H -0.04 -1.52 -2.85
66 C 1.48 -7.49 -5.46
67 C 1.77 -6.28 -6.29
68 O 1.31 -5.21 -5.48
69 C 1.33 -5.65 -4.19
70 O 1.17 -4.95 -3.23
71 O 1.57 -7.00 -4.13
72 H 2.21 -8.29 -5.62
73 H 0.48 -7.89 -5.62
74 H 2.84 -6.15 -6.48
75 H 1.24 -6.30 -7.25